105
Properties=species:S:1:pos:R:3 method="wB97M-V/def2-TZVPD" homo_ha=-0.355 relative_energy_kj_mol=0.00 smiles=OCCO.OCCO.OCCO.OCCO.OCCO.OCCO.CCO.CCO.CCO.CCO.CCO
O 12.120 14.594 -1.163
C 13.134 14.561 -0.163
C 14.511 14.538 -0.761
O 14.708 15.605 -1.668
H 12.545 14.387 -2.019
H 13.018 15.413 0.516
H 12.971 13.691 0.490
H 14.767 13.565 -1.189
H 15.216 14.686 0.066
H 14.650 15.230 -2.558
O 16.913 17.447 -2.314
C 17.933 16.610 -2.861
C 17.449 15.910 -4.116
O 16.366 15.068 -3.833
H 16.249 16.842 -1.942
H 18.776 17.275 -3.075
H 18.276 15.918 -2.080
H 18.305 15.334 -4.509
H 17.195 16.674 -4.848
H 16.677 14.351 -3.257
O 20.065 16.449 1.602
C 19.520 16.044 0.365
C 18.019 16.071 0.479
O 17.538 14.949 1.272
H 20.944 16.802 1.447
H 19.836 16.731 -0.437
H 19.881 15.065 0.024
H 17.553 16.066 -0.500
H 17.779 16.972 1.052
H 17.980 15.019 2.125
O 10.430 14.865 4.136
C 10.770 16.240 4.214
C 12.077 16.480 3.503
O 12.475 17.826 3.694
H 9.677 14.738 3.544
H 9.979 16.813 3.714
H 10.882 16.568 5.248
H 12.034 16.163 2.453
H 12.821 15.782 3.932
H 13.132 18.071 3.037
O 17.158 12.908 -2.463
C 16.622 11.872 -3.286
C 17.599 11.400 -4.318
O 18.582 10.569 -3.721
H 17.364 12.525 -1.603
H 16.274 11.035 -2.663
H 15.682 12.216 -3.734
H 18.048 12.296 -4.762
H 17.053 10.882 -5.115
H 19.455 10.856 -3.995
O 9.488 14.730 -0.354
C 9.416 15.873 0.521
C 8.142 15.698 1.283
O 8.284 14.530 2.098
H 10.403 14.576 -0.637
H 10.290 15.874 1.183
H 9.486 16.798 -0.067
H 7.330 15.634 0.559
H 8.007 16.530 1.976
H 8.125 13.797 1.493
C 13.282 11.739 -2.849
C 13.018 12.689 -3.997
O 13.331 14.028 -3.592
H 13.063 10.721 -3.180
H 12.650 11.950 -1.987
H 14.331 11.729 -2.536
H 11.947 12.613 -4.220
H 13.601 12.434 -4.883
H 13.004 14.624 -4.279
C 15.807 10.219 0.833
C 15.609 11.695 0.979
O 16.685 12.364 0.287
H 16.862 9.938 0.830
H 15.464 9.876 -0.154
H 15.282 9.598 1.557
H 15.663 12.010 2.028
H 14.628 12.015 0.609
H 16.662 13.296 0.557
C 10.748 12.027 1.978
C 9.579 11.081 2.269
O 9.493 10.067 1.292
H 10.934 12.720 2.800
H 10.567 12.578 1.050
H 11.676 11.464 1.839
H 8.653 11.646 2.406
H 9.772 10.658 3.265
H 8.627 10.105 0.882
C 9.675 14.969 -5.368
C 9.753 15.042 -3.855
O 10.739 16.031 -3.522
H 9.481 15.953 -5.793
H 8.821 14.349 -5.672
H 10.547 14.482 -5.803
H 10.055 14.049 -3.507
H 8.777 15.328 -3.461
H 10.840 15.919 -2.566
C 13.919 17.732 -4.264
C 12.713 18.278 -5.028
O 13.011 18.616 -6.372
H 14.400 16.942 -4.857
H 13.578 17.239 -3.351
H 14.717 18.453 -4.083
H 12.312 19.136 -4.476
H 11.949 17.502 -5.033
H 13.618 19.362 -6.336

***

110
Properties=species:S:1:pos:R:3 method="wB97M-V/def2-TZVPD" homo_ha=-0.357 relative_energy_kj_mol=748.12 smiles=OCCO.OCCO.OCCO.OCCO.OCCO.OCCO.OCCO.OCCO.OCCO.OCCO.OCCO
O -25.690 19.736 13.205
C -25.731 18.961 12.053
C -26.120 19.788 10.865
O -25.091 20.731 10.455
H -24.840 19.559 13.615
H -24.774 18.441 12.003
H -26.459 18.160 12.184
H -26.925 20.422 11.236
H -26.387 18.995 10.168
H -25.424 21.616 10.623
O -17.850 7.945 18.199
C -19.058 8.656 18.095
C -19.960 7.745 17.345
O -20.576 6.730 18.132
H -18.002 7.214 18.802
H -19.638 9.001 18.952
H -18.813 9.556 17.531
H -19.590 7.324 16.410
H -20.764 8.381 16.975
H -20.715 5.983 17.545
O -23.105 10.726 24.223
C -21.899 11.160 23.842
C -22.144 12.545 23.038
O -21.047 12.716 22.131
H -23.190 9.784 24.058
H -21.243 11.113 24.711
H -21.617 10.480 23.037
H -22.480 13.433 23.573
H -22.983 12.418 22.354
H -21.536 12.838 21.314
O -24.680 15.529 17.096
C -24.565 14.099 16.768
C -23.096 13.662 16.281
O -22.106 14.019 17.245
H -25.620 15.725 17.097
H -24.807 13.395 17.564
H -25.263 13.767 16.000
H -22.878 14.082 15.299
H -23.231 12.606 16.049
H -21.440 14.510 16.758
O -14.172 12.585 21.562
C -15.301 13.258 21.272
C -15.341 14.016 20.022
O -14.281 15.011 20.199
H -13.443 13.051 21.147
H -16.184 12.621 21.327
H -15.460 13.857 22.168
H -16.304 14.519 19.935
H -15.130 13.417 19.136
H -13.499 14.661 19.766
O -25.753 7.148 20.937
C -26.421 7.717 19.801
C -27.246 9.077 19.895
O -26.442 10.021 20.555
H -24.853 6.904 20.710
H -25.884 7.810 18.857
H -27.223 6.996 19.642
H -28.217 8.785 20.293
H -27.677 9.507 18.991
H -26.203 9.756 21.446
O -30.561 21.224 19.423
C -31.260 21.929 18.451
C -30.358 22.399 17.311
O -30.150 21.280 16.490
H -29.645 21.507 19.470
H -31.952 21.167 18.093
H -31.850 22.746 18.865
H -29.490 22.976 17.630
H -30.922 23.120 16.719
H -29.324 20.797 16.567
O -29.395 16.440 19.454
C -29.562 15.452 20.348
C -28.429 15.398 21.379
O -28.593 16.478 22.251
H -30.257 16.820 19.265
H -30.439 15.642 20.968
H -29.645 14.506 19.815
H -27.487 15.399 20.831
H -28.639 14.500 21.960
H -28.834 16.081 23.091
O -21.932 20.980 21.968
C -23.167 20.395 22.298
C -24.145 20.370 21.102
O -24.495 21.682 20.730
H -22.086 21.914 21.809
H -23.042 19.440 22.807
H -23.693 21.025 23.016
H -25.121 19.954 21.355
H -23.775 19.639 20.383
H -23.637 22.102 20.628
O -21.406 19.344 15.543
C -20.103 19.585 15.002
C -20.001 18.925 13.632
O -20.246 17.519 13.642
H -21.542 18.415 15.746
H -19.745 20.613 15.054
H -19.478 19.056 15.720
H -19.054 19.149 13.141
H -20.709 19.327 12.907
H -20.366 17.264 12.725
O -22.186 14.100 9.192
C -23.189 13.166 9.264
C -23.358 12.250 8.000
O -23.895 13.067 6.962
H -22.628 14.731 8.618
H -23.076 12.525 10.139
H -24.056 13.787 9.488
H -23.931 11.354 8.239
H -22.329 12.001 7.742
H -23.548 12.704 6.144